C17H37OPbSSbSe4Si3 | ωB97M-V with the def2-TZVPD basis set

The HOMO-LUMO gap is 6.77 eV. The calculation puts the energy above the lowest of the compared OMol25 structures with the same formula, charge and spin at 0.00 kcal per mole. The LUMO energy is 0.233 eV.

The geometry in XYZ format:
```
65
C17H37OPbSSbSe4Si3 (ωB97M-V with the def2-TZVPD basis set)
Pb 0.39 2.47 -2.03
Se -1.93 4.18 -2.26
Se -0.67 6.06 -1.80
Se 0.38 5.59 0.27
Se 1.96 3.90 -0.21
C 2.33 -1.69 2.07
Si 2.84 -1.66 0.22
C 4.42 -0.64 -0.01
C 3.01 -3.45 -0.42
Sb 0.98 -0.49 -1.15
Si 1.87 -0.80 -3.62
C 3.28 0.41 -3.84
C 2.47 -2.60 -3.89
C 0.47 -0.47 -4.85
Si -1.13 -2.03 -1.05
C -1.88 -1.92 0.67
C -2.37 -1.27 -2.30
C -0.60 -3.83 -1.48
H 3.26 -1.86 2.67
H 1.61 -2.50 2.25
H 1.86 -0.75 2.42
H 5.18 -1.08 0.69
H 4.30 0.42 0.27
H 4.83 -0.73 -1.02
H 3.91 -3.87 0.09
H 3.20 -3.48 -1.50
H 2.12 -4.07 -0.23
H 4.11 0.23 -3.17
H 3.02 1.49 -3.72
H 3.65 0.24 -4.88
H 3.49 -2.73 -3.46
H 2.53 -2.68 -5.00
H 1.80 -3.40 -3.54
H -0.05 0.51 -4.75
H -0.33 -1.23 -4.81
H 0.90 -0.47 -5.88
H -2.43 -0.97 0.84
H -1.17 -2.06 1.51
H -2.64 -2.74 0.74
H -2.37 -0.17 -2.35
H -3.38 -1.60 -1.95
H -2.22 -1.66 -3.31
H -0.03 -4.31 -0.66
H -0.05 -3.92 -2.41
H -1.56 -4.39 -1.60
C -2.65 1.96 6.65
C -2.36 2.17 5.20
C -2.36 3.47 4.67
C -2.11 3.69 3.32
C -1.82 2.56 2.53
C -1.66 1.28 3.05
C -1.96 1.08 4.39
S -1.83 2.92 0.77
C -3.57 2.52 0.40
O -0.99 1.80 0.05
H -2.66 2.95 7.15
H -1.86 1.33 7.10
H -3.65 1.48 6.82
H -2.63 4.31 5.29
H -2.22 4.66 2.87
H -1.36 0.48 2.40
H -1.92 0.09 4.82
H -3.71 1.43 0.55
H -3.77 2.77 -0.65
H -4.27 3.09 1.05
```

***

C17H38AlBr2N4O2 | ωB97M-V with the def2-TZVPD basis set

The HOMO-LUMO gap is 6.91 eV. The calculation puts the energy above the lowest of the compared OMol25 structures with the same formula, charge and spin at 5.79 kcal per mole. As for the net charge: -1. The LUMO energy is 2.400 eV.

The geometry in XYZ format:
```
64
C17H38AlBr2N4O2 (ωB97M-V with the def2-TZVPD basis set)
C 3.95 -3.28 0.96
C 5.11 -2.46 1.50
C 4.77 -0.99 1.75
C 3.53 -0.74 2.63
C 2.61 0.32 2.01
C 1.39 0.63 2.85
C 0.51 1.69 2.14
Al -0.81 0.77 0.88
C -0.52 1.60 -1.00
Br -1.15 3.43 -1.14
C 0.02 1.06 -2.11
C 0.25 1.66 -3.46
Br 0.64 -0.75 -2.07
C -2.69 1.13 1.52
C -2.71 0.88 3.04
C -3.71 0.25 0.73
C -3.98 -1.13 1.31
C -4.52 -2.08 0.25
H 3.19 -3.46 1.72
H 3.49 -2.82 0.08
H 4.32 -4.27 0.67
H 5.48 -2.91 2.42
H 5.91 -2.49 0.76
H 4.68 -0.46 0.80
H 5.63 -0.54 2.25
H 3.85 -0.34 3.59
H 2.94 -1.64 2.78
H 3.18 1.24 1.89
H 2.30 0.00 1.01
H 1.75 1.00 3.82
H 0.80 -0.27 3.00
H 1.16 2.36 1.57
H -0.03 2.31 2.87
H -0.48 -0.80 0.94
H 1.32 1.72 -3.65
H -0.20 1.07 -4.26
H -0.15 2.67 -3.52
H -2.97 2.17 1.37
H -3.72 0.72 3.43
H -2.28 1.72 3.57
H -2.11 0.00 3.30
H -4.67 0.77 0.66
H -3.33 0.13 -0.29
H -4.70 -1.02 2.12
H -3.06 -1.56 1.70
H -3.74 -2.17 -0.51
H -5.40 -1.68 -0.23
H -4.68 -3.08 0.65
C 3.94 3.43 -1.47
O 4.19 2.37 -0.92
N 2.71 3.76 -1.95
N 4.91 4.39 -1.66
H 2.52 4.63 -2.41
H 1.96 3.10 -1.83
H 5.83 4.18 -1.32
H 4.73 5.27 -2.10
C -5.24 -3.17 -3.88
O -5.23 -4.29 -3.41
N -6.31 -2.67 -4.57
N -4.18 -2.31 -3.76
H -6.33 -1.75 -4.96
H -7.11 -3.26 -4.67
H -3.38 -2.64 -3.25
H -4.18 -1.39 -4.14
```

***

C17H38BCl10F2NO3P2 | ωB97M-V with the def2-TZVPD basis set

The SMILES is CCOB(O)P(F)(CCF)(N=C(C)C)[PH2]=O.ClCCCl.ClCCCl.ClCCCl.ClCCCl.ClCCCl. The HOMO-LUMO gap is 8.87 eV. The calculation puts the energy above the lowest of the compared OMol25 structures with the same formula, charge and spin at 48.33 kcal per mole. The LUMO energy is 0.146 eV.

The geometry in XYZ format:
```
74
C17H38BCl10F2NO3P2 (ωB97M-V with the def2-TZVPD basis set)
C -2.25 -1.80 -6.03
C -0.87 -1.15 -6.47
O 0.25 -1.75 -5.80
B 0.33 -1.43 -4.45
O -0.43 -0.32 -3.95
P 1.46 -2.34 -3.18
F 2.48 -2.81 -4.49
C 1.13 -4.20 -2.91
C 0.01 -4.77 -3.83
F 0.30 -4.66 -5.20
N 2.88 -1.69 -2.38
C 2.68 -0.59 -1.72
C 3.05 -0.58 -0.17
C 2.15 0.76 -2.32
P 0.12 -1.95 -1.47
O -1.26 -2.64 -1.64
H -2.97 -1.70 -6.88
H -2.66 -1.31 -5.12
H -2.07 -2.89 -5.83
H -0.90 -0.04 -6.43
H -0.76 -1.42 -7.56
H -1.28 -0.62 -3.60
H 0.78 -4.38 -1.86
H 2.07 -4.79 -3.01
H -1.00 -4.37 -3.58
H -0.04 -5.87 -3.62
H 3.74 -1.43 0.00
H 3.47 0.42 0.06
H 2.07 -0.74 0.35
H 2.76 1.62 -1.93
H 1.10 1.00 -2.09
H 2.23 0.73 -3.44
H 0.72 -2.48 -0.28
H -0.13 -0.57 -1.23
Cl 1.03 1.20 3.44
C 1.11 2.56 2.29
C 0.01 2.50 1.26
Cl 0.22 1.13 0.14
H 2.10 2.55 1.82
H 1.02 3.48 2.87
H 0.01 3.41 0.66
H -0.97 2.40 1.73
Cl 0.13 6.26 0.19
C 1.68 6.37 -0.68
C 1.59 5.84 -2.09
Cl 1.35 4.07 -2.13
H 2.43 5.83 -0.10
H 1.96 7.42 -0.69
H 2.52 6.05 -2.62
H 0.77 6.30 -2.64
Cl 4.65 3.13 8.25
C 3.51 1.87 7.72
C 3.65 1.55 6.25
Cl 3.12 2.89 5.21
H 2.50 2.21 7.96
H 3.72 0.98 8.32
H 3.03 0.69 6.00
H 4.68 1.32 5.99
Cl -1.78 -2.11 1.28
C -2.15 -2.44 2.98
C -1.31 -1.62 3.93
Cl 0.40 -2.10 3.90
H -2.02 -3.51 3.16
H -3.21 -2.21 3.13
H -1.66 -1.75 4.95
H -1.36 -0.56 3.69
Cl -4.86 -0.90 4.54
C -5.82 -0.93 3.04
C -7.15 -0.23 3.20
Cl -8.25 -1.12 4.27
H -5.95 -1.97 2.74
H -5.22 -0.43 2.28
H -7.64 -0.15 2.23
H -7.02 0.78 3.60
```

***

C17H38N2O16S2 | ωB97M-V with the def2-TZVPD basis set

The HOMO-LUMO gap is 8.25 eV. The calculation puts the energy above the lowest of the compared OMol25 structures with the same formula, charge and spin at 31.72 kcal per mole. The LUMO energy is -0.685 eV.

The geometry in XYZ format:
```
75
C17H38N2O16S2 (ωB97M-V with the def2-TZVPD basis set)
C -7.06 16.98 33.55
N -8.27 16.23 34.15
C -7.91 14.85 34.43
C -8.67 16.88 35.38
C -9.33 16.31 33.08
C -10.64 15.50 33.34
O -11.52 15.75 32.30
H -6.10 16.93 34.28
H -7.22 18.21 33.61
H -6.62 16.48 32.67
H -7.93 14.40 33.56
H -8.52 14.43 35.18
H -7.03 14.63 35.14
H -8.78 17.98 35.27
H -8.19 16.66 36.35
H -9.59 16.39 35.62
H -8.93 15.75 32.18
H -9.80 17.19 32.88
H -11.20 15.74 34.18
H -10.31 14.42 33.34
H -12.24 15.04 32.18
N -13.34 13.55 33.57
O -13.69 14.65 33.88
O -13.33 13.26 32.33
O -12.67 12.75 34.30
O -15.16 13.94 27.25
S -14.66 15.01 28.08
O -13.43 15.79 27.81
O -16.02 16.07 28.08
C -16.20 16.71 26.89
C -17.74 17.13 26.89
C -14.62 14.34 29.76
H -16.19 15.86 25.97
H -15.71 17.58 27.05
H -18.06 17.40 25.93
H -17.89 18.03 27.49
H -18.31 16.23 27.11
H -13.55 13.90 29.78
H -15.30 13.57 29.96
H -14.59 15.17 30.63
O -9.35 12.84 37.47
S -9.81 13.89 38.38
O -9.62 15.31 38.08
O -11.53 13.80 38.63
C -12.16 13.79 37.41
C -13.68 13.59 37.50
C -9.10 13.76 39.97
H -11.56 12.84 36.64
H -12.12 14.69 36.93
H -13.79 12.66 38.06
H -14.22 13.58 36.51
H -13.89 14.43 38.17
H -7.85 13.69 39.78
H -9.27 12.95 40.52
H -9.21 14.59 40.60
C -10.95 11.46 30.79
C -12.42 10.82 30.61
O -12.06 9.63 29.90
C -10.85 9.36 29.87
O -10.54 8.19 29.47
O -10.13 10.43 30.32
H -10.85 11.99 31.78
H -10.90 12.31 30.11
H -13.15 11.34 29.84
H -12.96 10.43 31.43
C -15.39 10.51 34.59
C -16.15 11.19 33.47
O -16.94 10.13 32.95
C -16.67 8.95 33.52
O -17.02 7.86 33.17
O -15.84 9.19 34.51
H -15.84 10.84 35.70
H -14.39 10.57 34.64
H -15.49 11.54 32.72
H -16.56 12.13 33.87
```

***

C17H38N4O2P2PtSSe2 | ωB97M-V with the def2-TZVPD basis set

The expectation value of S² is 6.017. The HOMO-LUMO gap (spin up / spin down) is 6.63 / 6.63 eV. The calculation puts the energy above the lowest of the compared OMol25 structures with the same formula, charge and spin at 0.00 kcal per mole. The spin multiplicity is 5. As for the net charge: +2. The LUMO energy (spin up / spin down) is -5.155 / -7.064 eV.

The geometry in XYZ format:
```
67
C17H38N4O2P2PtSSe2 (ωB97M-V with the def2-TZVPD basis set)
Pt 0.00 -0.10 0.05
O -3.03 4.27 -3.33
C -3.32 3.83 -2.02
C -2.08 3.07 -1.50
C -0.88 4.02 -1.49
O 0.20 3.23 -1.03
C -2.42 2.61 -0.07
Se -0.90 2.09 1.05
C -1.82 1.90 -2.46
Se -0.11 0.97 -2.29
H -3.79 4.75 -3.68
H -4.19 3.16 -2.00
H -3.52 4.67 -1.35
H -1.08 4.86 -0.81
H -0.70 4.40 -2.49
H 1.07 3.68 -0.87
H -3.09 1.76 -0.10
H -2.91 3.42 0.47
H -1.85 2.27 -3.48
H -2.60 1.14 -2.34
C 2.34 -1.75 -2.13
P 1.35 -1.95 -0.63
C 2.48 -2.69 0.57
C 0.15 -3.27 -1.04
C -1.03 -3.27 -0.06
P -1.82 -1.62 0.00
C -2.93 -1.60 -1.44
C -2.95 -1.70 1.41
H 2.81 -2.70 -2.40
H 3.12 -1.00 -1.95
H 1.72 -1.41 -2.96
H 2.95 -3.58 0.13
H 1.96 -2.96 1.48
H 3.25 -1.96 0.83
H 0.65 -4.24 -1.05
H -0.21 -3.08 -2.06
H -0.68 -3.50 0.95
H -1.77 -4.03 -0.33
H -3.56 -2.49 -1.45
H -2.35 -1.58 -2.37
H -3.57 -0.72 -1.41
H -3.63 -2.55 1.32
H -3.54 -0.78 1.46
H -2.39 -1.80 2.34
N 1.75 -0.48 2.90
N 0.38 -0.62 2.53
H 1.84 -0.27 3.89
H 2.14 0.29 2.36
H -0.24 -0.02 3.07
H 0.11 -1.58 2.73
C 6.81 4.13 0.79
C 5.39 4.14 0.34
C 4.71 5.26 -0.07
C 3.37 5.11 -0.46
N 2.75 3.93 -0.43
C 3.40 2.83 -0.02
S 2.74 1.27 0.05
N 4.71 2.97 0.36
C 2.56 6.27 -0.92
H 7.28 5.09 0.61
H 7.37 3.35 0.27
H 6.86 3.91 1.86
H 5.19 6.22 -0.11
H 5.18 2.13 0.66
H 3.16 7.18 -0.99
H 1.74 6.45 -0.22
H 2.12 6.06 -1.89
```

***

C17H38N5O9 | ωB97M-V with the def2-TZVPD basis set

The HOMO-LUMO gap is 9.08 eV. As for the net charge: +1. The LUMO energy is -2.868 eV.

The geometry in XYZ format:
```
69
C17H38N5O9 (ωB97M-V with the def2-TZVPD basis set)
C 4.29 -1.85 2.39
C 5.50 -1.46 1.54
C 5.24 -1.43 0.03
O 3.84 -1.50 -0.24
C 3.47 -1.00 -1.49
N 2.40 -0.02 -1.27
C 2.61 1.19 -0.74
N 1.48 1.86 -0.60
C 0.54 1.05 -1.09
N -0.75 1.37 -1.18
N -1.16 2.61 -0.69
C -1.28 3.59 -1.77
C -1.09 5.00 -1.34
O -1.49 3.23 -2.91
C -2.39 2.43 0.08
C -2.36 2.83 1.52
O -3.37 1.96 -0.45
N 1.07 -0.13 -1.50
C 0.49 -1.34 -2.09
O -0.89 -1.30 -2.08
C -1.43 -1.64 -0.81
O -1.50 -3.02 -0.73
C -1.56 -3.47 0.62
C -1.36 -4.96 0.64
O -2.30 -5.63 -0.17
H 4.65 -2.19 3.35
H 3.69 -2.66 1.98
H 3.67 -0.98 2.60
H 5.82 -0.48 1.87
H 6.32 -2.14 1.76
H 5.73 -2.29 -0.42
H 5.70 -0.53 -0.38
H 4.29 -0.54 -2.03
H 3.11 -1.83 -2.09
H 3.59 1.52 -0.46
H -1.46 0.79 -1.60
H -1.91 5.62 -1.67
H -1.06 5.07 -0.26
H -0.13 5.35 -1.69
H -2.78 2.05 2.15
H -1.34 3.03 1.83
H -2.91 3.75 1.65
H 0.84 -1.47 -3.11
H 0.83 -2.21 -1.53
H -2.43 -1.20 -0.78
H -0.81 -1.21 -0.02
H -2.52 -3.20 1.08
H -0.77 -3.02 1.24
H -1.39 -5.31 1.67
H -0.38 -5.19 0.24
H -3.16 -5.21 -0.05
C -2.56 7.54 1.33
O -1.37 7.27 0.57
H -2.68 6.73 2.04
H -2.46 8.48 1.88
H -3.43 7.58 0.68
H -1.26 7.99 -0.05
C -7.15 0.45 0.05
O -6.02 1.22 0.45
H -7.91 0.53 0.82
H -7.56 0.82 -0.90
H -6.87 -0.61 -0.07
H -5.35 1.15 -0.23
C 3.41 -5.83 0.32
O 3.91 -4.79 1.16
H 2.99 -6.60 0.97
H 2.62 -5.46 -0.34
H 4.20 -6.27 -0.28
H 4.28 -4.12 0.58
```

***

C17H38N6NaO4 | ωB97M-V with the def2-TZVPD basis set

The HOMO-LUMO gap is 8.92 eV. As for the net charge: +1. The LUMO energy is -1.911 eV.

The geometry in XYZ format:
```
66
C17H38N6NaO4 (ωB97M-V with the def2-TZVPD basis set)
Na -0.17 -0.72 -0.38
C 4.72 2.40 0.11
N 4.05 1.12 0.16
C 4.87 0.00 0.60
C 2.74 0.94 -0.07
O 2.19 -0.16 0.01
C 1.92 2.16 -0.46
O 0.59 1.74 -0.59
C -0.26 2.71 -1.11
C -1.56 2.01 -1.51
O -1.62 0.78 -1.45
N -2.57 2.78 -1.92
C -3.85 2.18 -2.26
C -2.51 4.23 -1.98
H 5.67 2.29 -0.42
H 4.93 2.78 1.11
H 4.14 3.14 -0.43
H 5.62 -0.24 -0.15
H 4.23 -0.86 0.77
H 5.38 0.26 1.53
H 2.29 2.56 -1.42
H 2.01 2.95 0.29
H 0.18 3.18 -2.00
H -0.46 3.51 -0.38
H -3.79 1.11 -2.11
H -4.10 2.39 -3.31
H -4.64 2.59 -1.63
H -1.50 4.58 -2.16
H -2.89 4.68 -1.06
H -3.13 4.58 -2.80
C -3.70 -3.78 -0.38
N -4.23 -2.69 0.41
C -5.29 -3.09 1.32
C -3.36 -1.68 0.77
N -2.07 -1.73 0.65
N -3.95 -0.55 1.28
C -3.11 0.46 1.88
C -5.23 -0.08 0.79
H -4.54 -4.34 -0.80
H -3.09 -4.48 0.21
H -3.10 -3.40 -1.20
H -5.00 -3.99 1.87
H -6.21 -3.31 0.76
H -5.50 -2.31 2.04
H -1.77 -2.67 0.43
H -2.64 1.10 1.12
H -2.33 0.00 2.47
H -3.73 1.09 2.52
H -5.64 -0.77 0.06
H -5.11 0.89 0.29
H -5.95 0.05 1.60
C 3.06 -3.03 -1.75
N 2.32 -4.15 -1.22
C 2.99 -5.44 -1.33
C 1.10 -3.98 -0.66
C 0.43 -5.17 -0.04
O 0.54 -2.88 -0.66
H 4.07 -3.04 -1.34
H 2.58 -2.10 -1.45
H 3.12 -3.09 -2.84
H 3.38 -5.55 -2.35
H 2.30 -6.26 -1.14
H 3.82 -5.51 -0.63
H 1.08 -5.72 0.64
H 0.09 -5.87 -0.81
H -0.44 -4.82 0.51
```